{
  "formula": "C22H46O15Zn",
  "method": "ωB97M-V/def2-TZVPD",
  "orbital_gap_ha": 0.278,
  "homo_ha": -0.2614,
  "species": ["Zn", "O", "H", "C", "O", "H", "H", "H", "C", "O", "C", "O", "O", "C", "H", "H", "H", "H", "H", "H", "C", "O", "C", "O", "O", "C", "H", "H", "H", "H", "H", "H", "C", "O", "C", "O", "O", "C", "H", "H", "H", "H", "H", "H", "C", "C", "O", "C", "H", "H", "H", "H", "H", "H", "C", "C", "O", "C", "H", "H", "H", "H", "H", "H", "C", "C", "O", "C", "H", "H", "H", "H", "H", "H", "C", "C", "O", "C", "H", "H", "H", "H", "H", "H"],
  "xyz": [[0.325252, -0.045372, -0.583008], [2.025248, -0.667690, -0.035830], [2.707534, -1.075863, 0.531989], [-2.128226, 0.182038, -2.898315], [-1.449738, 0.390636, -1.639305], [-3.188598, 0.200105, -2.646540], [-1.999272, 0.957233, -3.653658], [-1.982385, -0.766365, -3.415372], [-2.737050, -1.088050, 2.172459], [-2.084501, -0.115019, 3.006210], [-0.895952, 0.294330, 2.527312], [-0.433392, -0.060438, 1.407838], [-0.412790, 1.181322, 3.381734], [0.959377, 1.589603, 3.138920], [-3.079657, -0.534499, 1.298207], [-3.641135, -1.562387, 2.554223], [-2.120998, -1.923185, 1.839087], [1.122425, 2.371305, 2.396989], [1.632168, 0.760138, 2.921074], [1.320738, 2.081594, 4.041956], [-5.390090, 5.778979, 3.544383], [-4.905844, 4.520889, 3.079580], [-4.011833, 4.411520, 2.120207], [-3.477613, 5.292537, 1.497438], [-3.839402, 3.086579, 1.900340], [-3.256519, 2.468705, 0.736215], [-5.719637, 5.488269, 4.541876], [-6.200742, 6.184300, 2.938862], [-4.626916, 6.550055, 3.649798], [-3.649273, 1.502186, 0.420465], [-2.229145, 2.297209, 1.057455], [-3.210541, 3.168866, -0.097905], [3.235221, 2.307571, 0.066620], [2.445307, 3.481440, -0.240020], [1.187621, 3.221255, -0.556198], [0.636347, 2.110547, -0.503782], [0.599568, 4.381255, -0.932243], [-0.745419, 4.455139, -1.316064], [4.247165, 2.585220, 0.361540], [3.333178, 1.738326, -0.857745], [2.787353, 1.620796, 0.784849], [-1.216895, 5.311967, -0.834746], [-1.284089, 3.534098, -1.093324], [-0.530507, 4.754769, -2.341798], [2.720519, -0.279860, -4.467495], [1.682988, 0.514541, -3.777581], [1.264666, 0.123121, -2.653888], [1.339056, 1.904434, -4.356286], [2.841317, 0.093394, -5.484441], [2.498791, -1.346890, -4.486843], [3.709619, -0.081635, -4.054585], [0.344375, 1.689096, -4.746605], [2.064785, 2.397885, -5.002744], [1.073339, 2.616191, -3.574690], [-1.643012, -3.691625, -2.317225], [-0.770570, -3.124981, -1.228035], [-0.204961, -2.003195, -1.291953], [-0.434978, -3.975736, -0.083163], [-2.588709, -4.070244, -1.929409], [-1.025887, -4.439240, -2.815556], [-1.876797, -2.917152, -3.047718], [-1.045210, -3.582689, 0.730004], [0.586516, -3.926180, 0.293928], [-0.674708, -5.010885, -0.326281], [2.449713, -3.791125, -2.918952], [3.851721, -3.646613, -2.373704], [4.807558, -3.832567, -3.086494], [3.860578, -3.012099, -1.022976], [2.511237, -4.079242, -3.968389], [1.929248, -2.836404, -2.843228], [1.839976, -4.584996, -2.487583], [4.555561, -3.521413, -0.355366], [2.910460, -3.042449, -0.489645], [4.013995, -1.936190, -1.106496], [1.774082, -3.211831, 3.110358], [0.468996, -3.194446, 3.902581], [-0.476772, -3.940351, 3.515864], [0.322241, -2.408095, 5.164541], [1.874808, -3.935466, 2.301470], [2.494284, -3.522396, 3.867294], [1.929288, -2.202960, 2.727998], [0.956238, -2.791500, 5.964015], [-0.674994, -2.408714, 5.604580], [0.624299, -1.411402, 4.842922]],
  "forces_ev_per_angstrom": [[-0.9062, 0.0591, -1.3999], [1.3758, -0.2342, 0.6256], [-1.2058, 0.5630, -0.4725], [0.3590, 0.2427, 2.5028], [-0.0671, 0.0248, -0.7354], [-0.4615, -0.0105, -0.2401], [0.4490, 0.4510, -0.0843], [0.5472, -0.4492, 0.0641], [-0.6922, 0.0358, -1.5841], [0.8412, -0.8279, 0.0371], [-0.6881, -0.6803, -2.7938], [-1.1366, 1.0728, 3.9428], [1.2584, -0.1430, -0.7086], [0.7288, 0.5697, 0.5404], [0.1979, -0.2304, -0.2921], [0.2574, 0.6391, 1.1457], [0.5122, 0.4009, 0.2500], [-0.8066, -0.3147, -0.5229], [-0.4064, -0.2008, -0.1426], [-0.3960, -0.3587, 0.3324], [0.3428, -0.0034, 0.6531], [-0.2182, -0.2198, 0.2548], [0.4432, -0.9475, -1.8884], [-0.0436, 0.1597, 0.2522], [-1.3358, -0.4680, 0.6140], [1.7703, 1.4147, 0.3570], [-0.3614, 0.5076, -0.0813], [0.0072, -0.3336, -0.0989], [0.2507, -0.2376, -0.2340], [-0.7265, 0.3589, 0.5158], [0.2295, -0.2223, -0.4680], [-0.2819, -0.0852, 0.0098], [0.3279, -0.6621, -0.8007], [0.0871, -0.2940, 0.3817], [-1.6916, -0.7160, -0.1127], [0.9501, 2.5941, 0.0257], [2.5444, -1.2683, 2.0029], [-0.1013, 0.4061, -0.7581], [-0.3563, 0.5669, 0.1390], [-0.0893, -0.1617, 0.0616], [-0.2410, 0.3380, -0.0188], [0.1156, -0.1526, 0.3296], [0.0680, -0.0240, -0.6173], [-1.5605, -0.5125, -0.5492], [0.1919, -0.1067, -1.4472], [0.0320, 0.4996, 4.0755], [0.9861, 1.1485, -3.7424], [-0.8345, -0.7808, 1.3370], [-0.2104, -0.2595, -0.2743], [0.1579, 0.1118, 0.1827], [-0.1087, -0.1562, 0.5873], [0.0249, 0.3385, -0.9931], [-0.2271, -0.6131, -0.3447], [0.2781, -0.2196, 0.4292], [0.1675, 1.1280, -0.1090], [2.5146, 3.1596, -0.5474], [-2.0477, -3.1063, -0.6187], [-0.3588, -0.8964, 0.6662], [0.2333, -0.4075, 0.0461], [-0.3044, -0.4074, 0.0475], [0.0927, 0.0364, 0.0963], [-0.2172, -0.4736, 0.3104], [0.0339, 0.3694, -0.4655], [-0.1927, -0.0773, 0.4733], [-0.1394, -0.5949, -1.1545], [-1.2853, 0.7347, -0.5928], [0.3738, -0.2122, 0.5163], [0.1840, -0.3881, 1.1971], [0.1278, 0.1812, -0.1612], [-0.1213, 0.0109, 0.2929], [0.0954, 0.1377, 0.6413], [0.5474, 0.3789, -0.1464], [-0.3282, -0.2701, -0.4897], [0.4924, -0.0249, -0.1136], [-0.3796, 0.3190, 1.0772], [-3.0810, -3.9284, -1.8796], [2.2937, 2.1926, 0.9596], [0.3074, 0.3465, -0.2152], [-0.7550, 0.0752, 0.1037], [0.5997, 0.5168, -0.0885], [0.5036, 0.0369, 0.0577], [0.5069, 0.1711, -0.2353], [-0.1205, -0.0253, -0.6506], [0.0768, 0.4083, 0.7384]],
  "lowdin_charge": [0.599, -0.378, -0.041, -0.263, -0.410, 0.048, 0.042, 0.031, -0.016, 0.022, -0.524, 0.047, 0.036, -0.007, 0.085, 0.102, 0.078, 0.088, 0.093, 0.097, -0.031, 0.002, -0.600, 0.123, -0.015, -0.009, 0.095, 0.097, 0.094, 0.090, 0.084, 0.085, -0.019, 0.025, -0.523, 0.058, -0.008, -0.024, 0.097, 0.091, 0.063, 0.098, 0.081, 0.103, -0.008, -0.387, 0.005, 0.012, 0.079, 0.079, 0.104, 0.088, 0.084, 0.070, 0.008, -0.421, -0.009, -0.005, 0.095, 0.091, 0.069, 0.080, 0.078, 0.092, -0.029, -0.493, 0.071, -0.029, 0.081, 0.068, 0.081, 0.088, 0.051, 0.086, -0.009, -0.442, 0.007, -0.017, 0.075, 0.085, 0.072, 0.090, 0.092, 0.078]
}